17
Properties=species:S:1:pos:R:3:forces:R:3 method="wB97M-V/def2-TZVPD" smiles="CC(=O)OC(C)C" homo_ev=-10.2 energy_ha=-346.7971 de_lowest_ev=6.2141
C -1.25755 0.74133 1.18487 7.13 -12.54 -7.81
C -0.52697 0.96981 -0.21676 4.01 -3.44 6.74
C 0.43663 2.01125 -0.01081 -3.64 6.94 -10.42
C -0.17188 -1.52655 -0.42763 7.55 1.84 -2.11
C 1.06369 -2.47168 -0.77437 -2.17 -0.84 8.67
H -1.62551 1.42027 1.57764 -6.88 11.90 5.64
H -0.48461 0.47192 1.90052 0.39 -0.49 -0.09
H -1.86563 -0.14993 1.00491 -0.34 0.63 0.71
H -1.07828 1.12581 -0.96001 -5.08 1.29 -5.87
H 1.35321 2.19064 -0.94449 -3.23 -0.49 1.98
H -0.09697 3.11702 0.15340 1.31 -2.94 -0.55
H 1.04873 1.90773 0.63653 7.10 -1.74 9.04
H 2.05827 -2.02967 -0.14063 -2.99 -1.91 -0.94
H 0.67064 -3.54916 -0.67806 1.39 1.65 -0.03
H 1.36712 -2.18477 -1.61510 2.11 1.62 -7.58
O 0.31249 -0.24013 -0.65450 -1.50 0.27 1.06
O -1.20337 -1.80389 -0.03552 -5.15 -1.77 1.58